{
  "formula": "C5H30NO10",
  "method": "ωB97M-V/def2-TZVPD",
  "species": ["C", "C", "N", "C", "C", "C", "O", "H", "H", "H", "H", "H", "H", "H", "H", "H", "H", "H", "H", "H", "H", "O", "H", "H", "O", "H", "H", "O", "H", "H", "O", "H", "H", "O", "H", "H", "O", "H", "H", "O", "H", "H", "O", "H", "H", "O"],
  "xyz": [[-2.4636, 2.7437, -1.0447], [-1.0086, 3.0769, -1.4343], [-0.0363, 1.9687, -1.5781], [-0.4280, 0.7478, -0.8722], [1.2876, 2.4594, -1.2343], [2.3946, 1.4508, -0.8468], [2.3057, 1.0772, 0.5150], [-2.8936, 3.5997, -0.5216], [-2.4810, 1.9999, -0.2407], [-3.0343, 2.4373, -1.9212], [-1.0754, 3.5688, -2.4100], [-0.5626, 3.8409, -0.7801], [-1.4025, 0.4718, -1.2866], [-0.5914, 0.8027, 0.2079], [0.2620, -0.0320, -1.1807], [1.6051, 3.2442, -1.9431], [1.3007, 3.1601, -0.3428], [3.3569, 1.9569, -0.9534], [2.3431, 0.5493, -1.4815], [1.3889, -1.9452, -0.3860], [0.5133, -3.1729, -0.2748], [1.1669, -2.7777, -0.8758], [0.7022, -0.5031, 2.8021], [0.7436, 0.6031, 3.8692], [0.4195, -0.2928, 3.7467], [-1.7409, -2.1902, -1.2837], [-1.1655, -3.1250, -2.2738], [-2.0212, -2.9400, -1.8304], [0.7868, -3.6574, 2.3056], [0.4064, -2.3415, 1.5932], [0.2193, -3.3785, 1.5970], [1.8618, 2.7287, 1.8425], [2.0232, 2.3798, 3.2275], [2.0350, 3.2075, 2.6928], [-2.6337, -1.2811, 1.4187], [-1.7540, -0.2574, 2.1083], [-2.6751, -0.3828, 1.8260], [1.7892, 0.1853, 0.6151], [2.1047, -1.5471, 1.5136], [1.2879, -1.0764, 1.3018], [0.9685, -3.0292, -2.6330], [0.5588, -1.9084, -3.4432], [0.5317, -2.8696, -3.4913], [-1.4330, -3.1182, 1.5195], [-2.5633, -3.4351, 0.5093], [-2.3992, -2.9989, 1.3521]],
  "forces_ev_per_a": [[1.006, -0.114, 0.929], [-0.008, 0.336, -0.673], [-0.159, 0.043, 0.767], [-0.679, 0.140, -0.944], [0.722, 1.363, 1.092], [-0.660, 0.079, -0.091], [-0.556, -0.427, -0.418], [-0.181, 0.275, -0.608], [-0.177, -0.251, -0.434], [-0.173, -0.051, 0.308], [0.173, 0.130, -0.073], [-0.345, -0.191, 0.317], [0.117, -0.213, 0.033], [0.514, 0.073, 0.109], [0.077, -0.175, 0.454], [0.114, -0.829, -0.667], [-0.557, -0.768, -0.025], [0.005, -0.091, -0.361], [0.279, 0.313, -0.048], [-0.229, -0.611, -0.077], [0.413, -0.170, -0.020], [0.072, 0.579, 0.009], [-0.013, -0.011, 0.675], [-0.125, 0.049, 0.126], [0.166, -0.039, -0.819], [-0.411, -0.027, 0.035], [-0.555, -0.117, -0.221], [0.931, 0.215, 0.155], [0.222, -0.477, 0.507], [0.386, -0.978, -0.380], [-0.408, 1.408, -0.006], [0.340, 0.733, 0.199], [0.247, 1.096, 0.038], [-0.443, -1.961, -0.343], [-0.255, 0.370, 0.483], [-0.368, 0.114, 0.159], [0.579, -0.081, -0.384], [0.575, 0.897, 0.532], [0.021, 0.263, 0.087], [-0.245, -0.392, -0.097], [-0.003, -0.385, 0.170], [-0.279, 0.208, -0.482], [0.183, 0.200, 0.214], [-0.473, -0.317, 0.068], [0.051, -0.039, -0.122], [0.111, -0.168, -0.175]],
  "mulliken_charge": [-1.047, -0.454, 0.124, -1.358, -0.242, -0.685, -0.498, 0.375, 0.262, 0.285, 0.242, 0.409, 0.534, 0.445, 0.168, 0.408, 0.123, 0.389, 0.256, 0.380, 0.418, -0.782, 0.378, 0.299, -0.691, 0.283, 0.389, -0.667, 0.237, 0.548, -0.805, 0.355, 0.297, -0.704, 0.469, 0.311, -0.742, 0.349, 0.179, -1.270, 0.437, 0.313, -0.713, 0.459, 0.327, -0.790],
  "e_lumo_ev": 2.93,
  "homo_lumo_gap_ev": 8.762,
  "de_lowest_kcal_mol": 18.8,
  "charge": -1,
  "homo_energy_ev": -5.83
}